A structure of composition C45H38CuN3O3S2Te. Source: the OMol25 dataset; level of theory: the ωB97M-V functional and the def2-TZVPD basis.

Each line ends with the Löwdin charge.
Element x y z (Å)
Cu -0.4682 -0.2992 1.2913  0.14
C -0.6181 -4.5498 2.1037  -0.04
C -0.6593 -3.3333 1.2057  -0.27
N 0.2666 -2.4353 1.2517  0.00
N 1.3689 -2.6969 2.0475  -0.11
C 1.7325 -1.7252 2.8037  -1.12
S 0.9485 -0.2287 3.1244  0.59
S 3.2748 -1.9183 3.6900  0.83
C 3.9226 -3.4616 2.9876  -0.46
C 4.7168 -3.2704 1.7274  -0.29
C 4.0906 -3.2848 0.4823  -0.03
C 4.8295 -3.0993 -0.6775  -0.09
C 6.2007 -2.8886 -0.6148  -0.13
C 6.8315 -2.8644 0.6220  -0.11
C 6.0924 -3.0571 1.7805  -0.07
C -1.8016 -3.1776 0.2928  -0.10
C -2.7387 -4.2171 0.1978  -0.09
C -3.8613 -4.1659 -0.6065  -0.15
C -4.0880 -3.0027 -1.3532  -0.14
C -3.2089 -1.9537 -1.2839  -0.04
C -2.0214 -1.9769 -0.4810  -0.36
O -1.2430 -0.9722 -0.5043  -0.08
H 0.2908 -4.5387 2.6973  0.05
H -0.6508 -5.4749 1.5245  0.07
H -1.4806 -4.5506 2.7745  0.08
H 3.0655 -4.1089 2.8074  0.06
H 4.5471 -3.9034 3.7664  0.06
H 3.0141 -3.4091 0.4432  0.10
H 4.3227 -3.1036 -1.6352  0.09
H 6.7717 -2.7327 -1.5223  0.09
H 7.8995 -2.6917 0.6853  0.09
H 6.5864 -3.0311 2.7462  0.11
H -2.5822 -5.1150 0.7832  0.08
H -4.5493 -5.0018 -0.6466  0.07
H -4.9699 -2.9234 -1.9832  0.08
H -3.3732 -1.0415 -1.8469  0.09
C -3.1161 4.6119 -3.0817  -0.08
C -2.7873 3.7305 -1.9059  -0.29
C -3.7390 3.3466 -0.9852  -0.03
C -3.4397 2.5719 0.1391  -0.09
C -4.5185 2.3232 1.1129  -0.31
O -4.4116 2.4476 2.3166  0.09
C -5.8704 1.9189 0.5577  -0.14
C -7.0208 2.2844 1.2498  -0.03
C -8.2690 1.8876 0.7969  -0.10
C -8.3745 1.0956 -0.3407  -0.11
C -7.2291 0.7084 -1.0215  -0.08
C -5.9810 1.1270 -0.5796  -0.02
C -2.1182 2.0605 0.3625  -0.32
O -1.8347 1.3101 1.3369  -0.08
C -1.1434 2.4476 -0.6383  -0.10
C -1.4831 3.2561 -1.6968  -0.02
C 0.2599 1.9526 -0.5045  -0.21
N 1.0637 2.3135 0.4119  0.11
C 0.6195 3.2226 1.4424  -0.33
C 1.7571 3.4994 2.4037  -0.51
Te 3.4580 4.4851 1.5503  1.19
C 4.3645 2.8198 0.6248  -0.59
C 4.6721 2.8638 -0.7304  -0.17
C 5.3195 1.7949 -1.3366  -0.10
C 5.6509 0.6703 -0.5962  -0.10
C 5.3241 0.6124 0.7518  -0.07
C 4.6906 1.6858 1.3633  -0.14
C 0.7813 0.9648 -1.5031  -0.15
C 1.9831 0.3123 -1.2322  -0.01
C 2.4889 -0.6233 -2.1168  -0.08
C 1.7995 -0.9261 -3.2842  -0.10
C 0.5943 -0.2954 -3.5520  -0.09
C 0.0830 0.6375 -2.6613  -0.04
H -4.1856 4.8304 -3.1128  0.06
H -2.8493 4.1405 -4.0328  0.07
H -2.5867 5.5694 -3.0398  0.07
H -4.7636 3.6879 -1.1188  0.12
H -6.9091 2.8739 2.1512  0.11
H -9.1617 2.1852 1.3349  0.09
H -9.3486 0.7715 -0.6886  0.09
H -7.3034 0.0712 -1.8942  0.10
H -5.0810 0.8236 -1.0991  0.11
H -0.7069 3.5233 -2.4112  0.13
H -0.1952 2.7489 2.0057  0.11
H 0.2234 4.1520 1.0152  0.12
H 2.1267 2.5670 2.8292  0.01
H 1.4398 4.1502 3.2203  0.04
H 4.3822 3.7248 -1.3200  0.08
H 5.5363 1.8313 -2.3977  0.10
H 6.1312 -0.1760 -1.0730  0.08
H 5.5409 -0.2784 1.3278  0.09
H 4.4312 1.6247 2.4135  0.10
H 2.4949 0.5388 -0.3056  0.10
H 3.4175 -1.1288 -1.8830  0.07
H 2.1898 -1.6701 -3.9703  0.09
H 0.0307 -0.5537 -4.4411  0.09
H -0.8859 1.0796 -2.8442  0.11

Cartesian forces, eV/Å:
0.1503 0.1222 0.1798
-0.0002 -0.0356 0.0250
0.0182 -0.0583 -0.0608
-0.0525 -0.0293 -0.0379
-0.0600 0.0468 0.0523
0.0539 0.0748 -0.0404
-0.0462 -0.0018 -0.0791
0.0182 0.0324 0.0131
0.0351 -0.0877 0.0234
0.0299 0.0074 -0.0148
-0.0489 0.0237 -0.0325
0.0092 -0.0039 0.0057
-0.0114 -0.0444 0.0230
0.0097 -0.0122 -0.0241
-0.0103 -0.0207 0.0060
-0.0056 0.0358 0.0505
-0.0195 -0.0192 0.0065
0.0144 0.0092 0.0041
-0.0098 0.0018 0.0045
-0.0081 -0.0036 -0.0169
0.0293 -0.0666 -0.1091
-0.1335 -0.0039 0.0744
-0.0177 0.0041 0.0089
0.0143 0.0084 -0.0138
-0.0044 -0.0122 -0.0110
0.0116 0.0065 0.0182
0.0175 0.0067 -0.0044
0.0603 -0.0051 -0.0144
0.0311 -0.0414 0.0254
0.0092 -0.0091 -0.0093
0.0048 0.0067 -0.0012
0.0039 -0.0009 0.0067
-0.0041 0.0075 -0.0074
-0.0031 0.0031 0.0062
0.0051 -0.0103 -0.0022
-0.0017 0.0110 -0.0203
-0.0004 0.0071 -0.0187
0.0998 0.0161 -0.0356
-0.0793 0.0009 0.0755
0.0436 0.0341 -0.0739
-0.0573 0.0359 0.0026
0.0094 0.0060 0.0302
-0.0120 -0.0418 0.0174
0.0126 0.0009 -0.0114
-0.0067 0.0059 0.0050
-0.0028 -0.0069 -0.0032
0.0025 -0.0015 -0.0003
0.0059 0.0023 -0.0060
-0.0055 0.0530 -0.1566
0.0929 0.0247 0.0522
-0.0329 -0.0973 0.1512
-0.0497 0.0099 -0.0414
-0.0293 0.0031 -0.0436
0.0422 0.0569 -0.0148
-0.0801 -0.0830 0.0476
0.0158 0.0200 0.0515
-0.0294 0.0019 -0.0695
0.0222 -0.0326 0.0378
0.0042 0.0355 0.0083
0.0036 0.0195 0.0133
-0.0121 -0.0132 -0.0600
-0.0746 -0.0316 0.0183
-0.0224 0.0273 -0.0021
0.0165 0.0267 -0.0121
0.0141 0.0303 -0.0263
0.0029 0.0034 -0.0160
0.0235 -0.0225 -0.0169
-0.0064 0.0171 -0.0038
0.0171 -0.0375 0.0408
-0.0006 -0.0027 0.0041
0.0030 0.0000 0.0057
-0.0012 -0.0020 0.0037
0.0084 -0.0135 0.0000
-0.0029 -0.0018 0.0010
0.0008 -0.0009 -0.0013
0.0001 0.0043 -0.0010
-0.0010 0.0009 0.0018
0.0029 -0.0066 0.0008
0.0029 -0.0020 -0.0031
-0.0021 0.0183 0.0002
0.0207 0.0055 -0.0182
-0.0216 -0.0354 0.0093
0.0123 -0.0101 0.0015
-0.0091 -0.0023 -0.0032
-0.0032 0.0012 -0.0014
-0.0155 0.0356 0.0374
-0.0026 -0.0324 0.0050
-0.0045 -0.0218 -0.0122
0.0206 -0.0019 0.0013
-0.0135 0.0583 0.0015
-0.0055 -0.0037 -0.0047
-0.0016 0.0029 0.0015
-0.0037 -0.0027 -0.0038

Calculated values
electronic energy: -4832.5415 Ha
E_LUMO: 3.69 eV
frontier orbital gap: 4.85 eV
net charge: -2

***

A structure of composition C45H38MnN3O2P. Source: the OMol25 dataset; level of theory: the ωB97M-V functional and the def2-TZVPD basis.

Each line ends with the Mulliken spin population.
Element x y z (Å)
Mn 0.1676 0.1798 1.6334  1.29
C 0.0613 3.8188 3.3502  0.00
C 0.7629 2.5220 3.0909  0.02
O -0.0312 1.5611 2.6228  -0.05
C 2.0781 2.2840 3.3030  -0.02
C 2.6739 1.0005 3.0870  0.01
C 4.0486 0.7376 3.6090  0.00
N 1.9943 0.0677 2.4789  -0.05
N 2.5555 -1.1828 2.4482  -0.03
C 1.7148 -2.0222 1.9518  0.02
O 0.5024 -1.5787 1.5917  0.02
C 1.9971 -3.4455 1.7731  0.00
C 0.9987 -4.3110 1.3309  0.00
C 1.2764 -5.6589 1.1811  0.00
C 2.5432 -6.1441 1.4716  0.00
C 3.5394 -5.2815 1.9149  0.00
C 3.2712 -3.9347 2.0676  0.00
H -1.0159 3.6775 3.3210  0.00
H 0.3435 4.5561 2.5980  0.00
H 0.3382 4.2119 4.3271  0.00
H 2.6855 3.0608 3.7411  0.00
H 4.5136 1.6604 3.9434  0.00
H 4.6604 0.2571 2.8472  0.00
H 3.9916 0.0430 4.4492  0.00
H 0.0111 -3.9321 1.1111  0.00
H 0.5014 -6.3326 0.8420  0.00
H 2.7570 -7.1977 1.3562  0.00
H 4.5246 -5.6632 2.1424  0.00
H 4.0381 -3.2562 2.4128  0.00
N -2.2017 2.3582 0.7982  0.00
C -2.6867 1.8252 -0.4050  0.00
C -3.1732 2.6369 -1.4267  0.00
C -3.6511 2.0776 -2.5986  0.00
C -3.6712 0.6978 -2.7653  0.00
C -3.1646 -0.1157 -1.7697  0.00
C -2.6429 0.4381 -0.5942  -0.01
P -1.8395 -0.6222 0.6216  -0.07
C -2.9453 -0.9004 2.0158  -0.01
C -2.5253 -1.7303 3.0591  -0.01
C -3.3472 -1.9251 4.1554  0.00
C -4.5813 -1.2907 4.2226  -0.01
C -5.0019 -0.4656 3.1893  0.00
C -4.1873 -0.2683 2.0836  -0.01
C -1.5876 -2.1884 -0.2341  0.00
C -2.4770 -3.2436 -0.0531  0.00
C -2.3117 -4.4172 -0.7783  0.00
C -1.2665 -4.5346 -1.6801  0.00
C -0.3764 -3.4814 -1.8609  0.00
C -0.5330 -2.3113 -1.1400  0.00
H -2.1854 3.3696 0.7988  0.00
H -2.6991 2.0303 1.6181  0.00
H -3.2023 3.7104 -1.2838  0.00
H -4.0387 2.7215 -3.3766  0.00
H -4.0811 0.2606 -3.6652  0.00
H -3.1597 -1.1878 -1.9086  0.00
H -1.5676 -2.2354 3.0045  0.00
H -3.0278 -2.5760 4.9577  0.00
H -5.2205 -1.4471 5.0809  0.00
H -5.9694 0.0143 3.2366  0.00
H -4.5348 0.3476 1.2621  0.00
H -3.2975 -3.1554 0.6472  0.00
H -3.0039 -5.2359 -0.6386  0.00
H -1.1393 -5.4501 -2.2419  0.00
H 0.4472 -3.5811 -2.5548  0.00
H 0.1750 -1.5014 -1.2673  0.00
C 0.7237 0.8966 -0.0064  -0.11
C 1.0728 1.4115 -1.0613  0.02
C 1.4396 2.0011 -2.2698  0.02
C 2.1169 3.2698 -2.2304  0.00
C 1.9702 4.1916 -3.2822  0.00
C 2.6027 5.4164 -3.2187  0.00
C 3.3993 5.7279 -2.1224  0.00
C 3.5485 4.8267 -1.0710  0.00
C 2.8957 3.6139 -1.1102  0.00
C 1.1278 1.3127 -3.4921  0.00
C 1.9406 1.4561 -4.6335  0.00
C 1.6350 0.7647 -5.7880  0.00
C 0.5141 -0.0585 -5.8254  0.00
C -0.2980 -0.2092 -4.7044  0.00
C 0.0114 0.4572 -3.5399  0.01
H 1.3232 3.9580 -4.1163  0.00
H 2.4744 6.1333 -4.0174  0.00
H 3.9036 6.6840 -2.0831  0.00
H 4.1795 5.0777 -0.2299  0.00
H 3.0105 2.8995 -0.3058  0.00
H 2.8374 2.0581 -4.5833  0.00
H 2.2721 0.8532 -6.6568  0.00
H 0.2746 -0.5920 -6.7354  0.00
H -1.1724 -0.8441 -4.7487  0.00
H -0.6301 0.3733 -2.6739  0.00

Cartesian forces, eV/Å:
0.5158 0.1564 -0.1851
0.0637 -0.0242 0.0318
0.2357 0.0735 -0.0453
-0.3623 -0.2504 0.2945
-0.2190 -0.0279 -0.0184
-0.0520 0.1551 0.0076
-0.0212 -0.0858 -0.0282
-0.0678 -0.0522 -0.2162
-0.1013 -0.2080 -0.0101
0.2306 0.1802 0.0096
-0.1773 -0.0147 0.2741
0.0649 -0.0139 0.0001
0.0177 0.0254 0.0326
0.0038 -0.0230 -0.0040
0.0034 0.0112 0.0001
-0.0100 -0.0126 -0.0040
-0.0159 -0.0077 -0.0348
-0.0030 -0.0084 0.0205
-0.0128 0.0019 -0.0275
0.0241 0.0107 -0.0098
-0.0034 0.0379 0.0052
0.0058 0.0047 0.0002
0.0020 0.0028 0.0073
0.0013 0.0001 -0.0077
-0.0377 0.0174 -0.0038
-0.0094 -0.0127 -0.0026
0.0034 -0.0218 -0.0017
0.0175 -0.0098 0.0048
0.0103 0.0202 0.0089
-0.0501 0.1283 -0.0470
-0.0115 -0.0474 0.0365
0.0418 0.0119 -0.0130
0.0044 0.0117 0.0141
-0.0121 -0.0138 -0.0215
0.0050 0.0434 0.0213
-0.0041 -0.0477 -0.0416
-0.0342 0.0152 -0.1092
-0.0828 0.0863 -0.0347
0.0466 0.0260 -0.0012
0.0054 -0.0233 0.0132
-0.0238 0.0228 -0.0100
0.0220 -0.0220 0.0055
0.0022 -0.0513 -0.0285
-0.0616 -0.0183 0.0478
0.0181 0.0182 0.0278
-0.0076 0.0031 0.0147
0.0215 -0.0065 -0.0206
0.0020 0.0067 -0.0042
-0.0113 0.0057 0.0106
-0.0298 -0.0186 0.0224
0.0431 -0.0428 0.0058
-0.0018 0.0091 0.0007
-0.0047 0.0113 -0.0073
0.0020 0.0026 -0.0076
-0.0013 -0.0307 0.0036
0.0022 0.0012 0.0030
0.0028 -0.0048 0.0065
-0.0043 0.0018 0.0074
-0.0179 0.0112 0.0018
0.0142 0.0162 -0.0036
-0.0110 0.0040 0.0096
-0.0156 -0.0134 0.0090
0.0024 -0.0084 -0.0075
0.0160 0.0009 -0.0106
0.0064 0.0158 0.0014
0.1256 0.0633 -0.2506
-0.1324 -0.1701 0.2617
0.0679 0.0255 0.0368
-0.0399 0.0062 0.0089
0.0323 0.0151 -0.0509
0.0032 0.0074 -0.0073
-0.0133 -0.0072 -0.0118
-0.0041 -0.0242 0.0095
0.0205 0.0462 0.0121
-0.0297 -0.0109 -0.0608
0.0195 -0.0150 0.0246
0.0063 0.0025 0.0253
0.0076 0.0028 -0.0085
-0.0235 -0.0138 -0.0126
0.0203 0.0316 -0.0288
-0.0119 -0.0012 -0.0021
-0.0010 0.0052 -0.0029
0.0115 0.0147 -0.0001
-0.0020 0.0045 0.0075
0.0003 -0.0130 0.0114
-0.0023 0.0171 -0.0029
0.0010 0.0045 0.0022
-0.0014 -0.0068 -0.0128
-0.0075 -0.0040 0.0009
-0.0262 -0.0094 0.0588

Calculated values
multiplicity: 2
electronic energy: -3544.0971 Ha
E_LUMO (alpha / beta): -7.74 / -7.39 eV
frontier orbital gap (alpha / beta): 5.37 / 5.72 eV
⟨S²⟩: 0.8062
net charge: +2

***

Here are the calculated ΔE to the lowest compared entry with this formula, charge and spin numbers, same order: 0.658; 0.000 (eV).